Record 1
ORCA calculation (the ωB97M-V functional and the def2-TZVPD basis) on a molecular structure, C19H22N2O3S at a distorted geometry.

Geometry (Å):
C  -3.8313  -2.0990  2.4359
C  -3.1058  -1.2596  1.2426
O  -3.7359  -1.2903  -0.0387
C  -5.1440  -0.8769  -0.1504
C  -5.2386  0.5097  -0.3077
H  -4.9032  1.0146  0.8159
H  -6.4022  0.8541  -0.0454
C  -4.5328  1.3009  -1.4736
N  -3.1526  1.0142  -1.3926
C  -2.1784  1.8254  -0.7808
O  -2.5644  3.2166  -0.4598
C  -0.9469  1.4574  -0.7112
C  0.2314  1.8896  -0.2225
C  1.4261  1.4089  -0.0227
C  1.2381  0.0156  -0.6578
C  2.2600  -0.9210  -0.4502
C  2.2242  -2.3544  -1.0083
C  3.2250  -3.1021  -1.0157
C  4.6039  -2.4950  -0.7092
C  4.6321  -1.2740  -0.0459
C  3.5381  -0.4314  -0.2002
N  3.6018  0.9513  0.5348
C  2.6854  1.9089  0.4771
O  2.8222  2.9688  1.0174
C  5.0060  1.5031  0.6199
C  5.9926  1.8085  -0.2925
H  6.8715  1.9444  0.1115
H  5.4746  2.7707  -0.8454
H  6.0117  0.9417  -0.8764
H  5.5161  0.5167  1.5361
H  4.8035  2.3001  1.4554
H  5.6099  -1.0485  0.0430
H  5.3822  -3.2251  -0.6525
H  3.1277  -4.1806  -1.4951
H  1.1810  -2.5706  -1.4024
S  -0.3352  -0.0639  -0.9978
H  0.1570  3.1007  0.0388
H  -2.8595  0.0283  -1.0748
H  -4.9340  0.9221  -2.2680
H  -4.7284  2.4964  -1.2538
H  -5.4932  -1.3211  -0.9110
H  -5.9805  -1.1467  0.9219
H  -3.3201  -0.2403  1.5883
H  -2.2849  -1.7287  1.0861
H  -4.0962  -3.0652  1.9406
H  -3.0785  -2.1458  3.2111
H  -4.7757  -1.8286  2.6860

Gap between HOMO and LUMO ... 7.03 eV
Net charge ... 0
HOMO ... -8.33 eV
E_tot ... -40003.708 eV


Record 2
ORCA calculation (the ωB97M-V functional and the def2-TZVPD basis) on 2 unconnected molecules or ions with the total composition C3H11N2S at a distorted geometry.

Geometry (Å):
C  -1.9451  -1.0476  -1.1970
S  -0.9446  0.1934  -0.3455
C  -2.0295  0.8598  1.0115
H  -2.4591  -1.7077  -0.4868
H  -2.6574  -0.5378  -1.8368
H  -1.2981  -1.7365  -1.7333
H  -1.3150  1.3536  1.6660
H  -2.4625  -0.0146  1.4772
H  -2.6639  1.5817  0.5247
N  1.8701  0.7856  1.0194
C  2.6057  0.0514  0.2349
N  2.2408  -0.4786  -0.8923
H  0.8769  0.9702  0.9264
H  2.3924  1.3714  1.6683
H  3.6444  -0.0651  0.5191
H  2.8642  -1.1200  -1.3529
H  1.2808  -0.4593  -1.2031

Gap between HOMO and LUMO ... 9.17 eV
Net charge ... +1
HOMO ... -12.50 eV
E_tot ... -17098.571 eV


Record 3
ORCA calculation (the ωB97M-V functional and the def2-TZVPD basis) on a molecular structure, C55H85Br2CoGeN2OSi2 at a distorted geometry.

Geometry (Å):
Co  0.3045  0.2862  0.9030
O  4.6364  0.7316  5.7194
C  3.7274  0.6041  4.7429
C  2.3703  0.8635  4.9125
C  1.5385  0.7023  3.8342
N  1.9457  0.2997  2.6186
C  3.2472  0.0522  2.4880
Br  3.8636  -0.5366  0.8075
C  4.1751  0.1848  3.4982
H  4.2229  1.0150  6.5433
H  1.9683  1.1864  5.8656
H  0.4779  0.8928  3.9358
H  5.2216  -0.0275  3.3353
C  2.1782  -2.3796  -4.2943
C  2.7173  -1.0527  -4.8554
C  2.6452  -1.0917  -6.3959
C  4.1944  -0.9702  -4.4342
Si  1.7392  0.4624  -4.2797
Br  1.1482  0.3860  -1.3570
C  2.7405  2.0537  -4.0729
C  1.8729  3.2467  -3.6327
C  3.3467  2.3819  -5.4554
C  3.8713  1.9139  -3.0290
C  -0.1037  0.5227  -4.7068
C  -0.2479  0.7182  -6.2323
C  -0.8076  -0.7802  -4.2835
C  -0.8476  1.6848  -4.0226
H  2.8482  -3.1844  -4.6118
H  1.1830  -2.6193  -4.6588
H  2.1556  -2.3741  -3.2057
H  3.3186  -1.8813  -6.7426
H  2.9619  -0.1556  -6.8655
H  1.6460  -1.3310  -6.7538
H  4.6974  -1.8763  -4.7839
H  4.3080  -0.9209  -3.3498
H  4.7114  -0.1230  -4.8823
H  1.1725  3.5485  -4.4085
H  2.5354  4.0975  -3.4472
H  1.3243  3.0396  -2.7119
H  2.5769  2.5794  -6.2074
H  3.9961  1.5919  -5.8355
H  3.9559  3.2849  -5.3526
H  3.4994  1.5544  -2.0683
H  4.3052  2.9064  -2.8720
H  4.6728  1.2588  -3.3579
H  0.0861  -0.1443  -6.8042
H  0.2931  1.5983  -6.5958
H  -1.3085  0.8697  -6.4516
H  -0.4773  -1.6373  -4.8660
H  -1.8818  -0.6635  -4.4567
H  -0.6602  -0.9966  -3.2216
H  -0.5408  2.6536  -4.4048
H  -0.7191  1.6804  -2.9410
H  -1.9135  1.5714  -4.2428
C  -2.3428  5.4845  3.2769
C  -1.9940  5.7249  1.9560
C  -1.1754  4.8279  1.2776
C  -0.6954  3.6773  1.9065
C  -1.0832  3.4391  3.2298
C  -1.8933  4.3333  3.9131
Si  0.5875  2.6480  1.0166
C  2.2669  3.1253  1.7188
C  2.4268  3.6676  2.9983
C  3.6721  4.1018  3.4383
C  4.7831  3.9891  2.6112
C  4.6437  3.4495  1.3394
C  3.3971  3.0276  0.8996
H  -2.9635  6.1930  3.8105
H  -2.3455  6.6186  1.4555
H  -0.9037  5.0316  0.2464
H  -0.7644  2.5322  3.7328
H  -2.1695  4.1380  4.9420
H  0.6546  3.2254  -0.3472
H  1.5694  3.7761  3.6529
H  3.7727  4.5394  4.4241
H  5.7522  4.3310  2.9547
H  5.5074  3.3658  0.6906
H  3.2983  2.6209  -0.1041
C  -4.7261  -1.9633  4.7184
C  -3.3158  -1.7257  4.2366
C  -2.2352  -2.2892  4.8941
C  -0.9460  -2.0555  4.4233
C  0.2501  -2.7013  5.0752
C  -0.7771  -1.2438  3.3168
C  -1.8316  -0.6571  2.6046
C  -3.1133  -0.9355  3.1043
N  -1.5252  0.1216  1.4580
C  -2.6646  0.6733  0.6668
C  -2.1550  1.4584  -0.5458
C  -3.3073  2.0227  -1.3942
C  -4.1597  0.8727  -1.9359
C  -4.6720  0.0504  -0.7519
C  -5.5462  0.9360  0.1435
C  -4.7311  2.1371  0.6364
C  -4.1956  2.9406  -0.5507
C  -3.5396  1.6616  1.4746
C  -3.4850  -0.4893  0.0527
H  -4.7365  -2.5670  5.6249
H  -5.3148  -2.4815  3.9574
H  -5.2273  -1.0172  4.9318
H  -2.3927  -2.9189  5.7632
H  0.0650  -2.8954  6.1319
H  1.1408  -2.0763  4.9844
H  0.4711  -3.6593  4.5971
H  0.2322  -1.0709  2.9814
H  -4.0015  -0.5645  2.6245
H  -1.5497  0.7942  -1.1661
H  -1.5288  2.2926  -0.2183
H  -2.8775  2.5924  -2.2229
H  -3.5687  0.2367  -2.6047
H  -5.0042  1.2735  -2.5048
H  -5.2597  -0.7954  -1.1176
H  -5.9169  0.3589  0.9976
H  -6.4198  1.2803  -0.4179
H  -5.3659  2.7753  1.2558
H  -3.6234  3.7988  -0.1859
H  -5.0203  3.3232  -1.1602
H  -3.8898  1.2419  2.4118
H  -2.9231  2.5208  1.7330
H  -2.8129  -1.0517  -0.6068
H  -3.8465  -1.1863  0.8044
C  -3.6708  -5.1213  1.1579
C  -2.5475  -4.8881  2.1645
C  -1.1971  -4.6123  1.4998
C  -1.2121  -3.3110  0.6738
Ge  0.5313  -2.3887  0.6707
C  1.5018  -3.0388  -0.9120
C  1.4916  -4.5711  -1.0918
C  2.7914  -5.2493  -0.6537
C  3.0126  -5.2222  0.8573
H  -4.6220  -5.2911  1.6649
H  -3.4635  -5.9964  0.5360
H  -3.7951  -4.2591  0.4972
H  -2.4509  -5.7657  2.8103
H  -2.7994  -4.0418  2.8090
H  -0.9293  -5.4637  0.8676
H  -0.4349  -4.5530  2.2844
H  -1.9684  -2.6389  1.0778
H  -1.4637  -3.4957  -0.3753
H  1.2808  -2.9291  1.9183
H  2.5252  -2.6546  -0.9117
H  0.9814  -2.5638  -1.7423
H  1.3248  -4.7967  -2.1502
H  0.6560  -5.0238  -0.5501
H  3.6330  -4.7570  -1.1520
H  2.7706  -6.2866  -0.9956
H  3.1072  -4.1969  1.2231
H  3.9250  -5.7554  1.1290
H  2.1748  -5.6912  1.3796

Gap between HOMO and LUMO (spin up / spin down) ... 5.35 / 5.53 eV
Net charge ... +1
HOMO (spin up / spin down) ... -9.12 / -9.49 eV
⟨S²⟩ ... 3.86
Spin multiplicity ... 4
E_tot ... -313421.096 eV


Record 4
ORCA calculation (the ωB97M-V functional and the def2-TZVPD basis) on C4H8O2 in the gas phase.

Geometry (Å):
O  -1.2778  1.3391  2.0795
C  -0.7595  1.1964  0.7762
C  0.3529  0.2556  0.7032
C  0.3580  -1.9580  -0.7442
O  1.4346  -1.0629  -0.9739
C  0.9478  0.2171  -0.6589
H  -2.0143  1.9590  2.0308
H  -0.4391  2.1650  0.3344
H  -1.5241  0.7878  0.0715
H  -0.0474  -1.7753  0.2584
H  0.7178  -2.9874  -0.8044
H  -0.4489  -1.7946  -1.4827
H  1.8033  0.9100  -0.5898
H  0.2986  0.5741  -1.4890

Gap between HOMO and LUMO ... 8.51 eV
Net charge ... 0
HOMO ... -8.77 eV
E_tot ... -8367.987 eV


Record 5
ORCA calculation (the ωB97M-V functional and the def2-TZVPD basis) on C10H14N6O3 in the gas phase at a distorted geometry.

Geometry (Å):
C  -1.6687  -0.1061  1.2893
N  -0.2087  -0.1051  1.0023
C  0.4636  -1.4052  1.4628
C  1.8657  -1.3951  0.9712
O  2.2576  -0.1312  0.4552
C  2.0051  0.9604  1.3784
C  0.6209  0.8347  1.9871
H  -2.0801  0.7694  0.7840
H  -2.0834  -0.9515  0.7736
H  -2.0329  -0.0598  2.3058
H  0.4893  -1.4811  2.5662
H  -0.1379  -2.2020  1.0674
H  2.4938  -1.6205  1.8387
H  2.0719  -2.0931  0.1742
H  2.8363  0.9473  2.1350
H  2.0803  1.9154  0.8112
H  0.1892  1.8032  2.0783
H  0.7392  0.3424  2.9809
O  -0.5498  2.7340  0.4938
N  -0.9502  2.5761  -0.6877
C  -0.7037  1.3275  -1.3081
C  -0.1159  0.2123  -0.4171
N  -0.3127  -0.9462  -1.2036
N  0.0689  -2.1475  -0.7339
N  -0.1731  -3.0403  -1.6242
N  -0.6623  -2.4540  -2.7602
C  -0.6802  -1.1249  -2.5298
C  -1.0735  -0.0283  -3.3521
C  -1.0811  1.1775  -2.6567
O  -1.5604  3.4565  -1.3457
H  0.9738  0.4807  -0.4172
H  -1.5766  -0.2654  -4.3099
H  -1.5045  2.0200  -3.2089

Gap between HOMO and LUMO ... 7.36 eV
Net charge ... 0
HOMO ... -7.23 eV
E_tot ... -25671.006 eV


Record 6
ORCA calculation (the ωB97M-V functional and the def2-TZVPD basis) on a molecular structure, C28H32N5O5PS4Ti.

Geometry (Å):
Ti  0.1041  -0.1396  0.3320
O  3.1854  -3.0542  -0.7781
C  2.1361  -2.3512  -0.4626
O  2.1476  -1.2208  0.0069
C  0.8339  -3.0435  -0.6691
C  0.6712  -4.3502  -1.0932
C  -0.6260  -4.8475  -1.1854
C  -1.6938  -4.0189  -0.8744
C  -1.4234  -2.7178  -0.4768
N  -0.1871  -2.2495  -0.3569
C  -2.4027  -1.6510  -0.1283
O  -3.6878  -1.7995  -0.2314
O  -1.9592  -0.5810  0.2952
H  4.0133  -2.5658  -0.6293
H  1.5305  -4.9607  -1.3345
H  -0.7988  -5.8684  -1.4981
H  -2.7064  -4.3936  -0.9523
H  -3.9647  -2.6436  -0.6212
S  -1.2257  1.5654  7.6534
N  -1.4853  2.4369  6.3289
C  -1.0923  1.6991  5.3018
C  -1.1454  2.0894  3.9093
C  -1.6304  3.3249  3.4706
C  -1.6344  3.5936  2.1208
C  -1.1629  2.6285  1.2353
N  -0.7017  1.4450  1.6349
C  -0.6889  1.1744  2.9583
C  -0.1622  -0.1265  3.3515
N  0.2780  -0.9366  2.3556
C  0.7614  -2.1342  2.6953
C  0.8385  -2.5861  4.0047
C  0.3977  -1.7661  5.0200
C  -0.1138  -0.5081  4.6944
C  -0.5952  0.4334  5.6826
N  -0.6204  0.2329  6.9916
H  -1.9925  4.0408  4.1975
H  -2.0041  4.5348  1.7392
H  -1.1599  2.8093  0.1689
H  1.1049  -2.7700  1.8938
H  1.2418  -3.5673  4.2103
H  0.4386  -2.0716  6.0579
C  -3.1899  0.1080  -3.4539
C  -2.8504  1.0931  -2.3392
S  -1.1015  1.3222  -1.9012
C  -0.2812  1.5019  -3.5132
C  1.0293  0.7320  -3.6605
S  1.0255  -0.9928  -3.1348
C  0.1758  -1.9029  -4.4506
C  -1.2696  -1.5394  -4.7677
S  -2.3988  -1.5227  -3.3349
H  -2.9658  0.5158  -4.4379
H  -4.2685  -0.0493  -3.4382
H  -3.3122  0.7914  -1.3986
H  -3.2616  2.0698  -2.5967
H  -0.0948  2.5634  -3.6760
H  -0.9963  1.1865  -4.2658
H  1.8051  1.1873  -3.0430
H  1.3691  0.7992  -4.6950
H  0.2374  -2.9398  -4.1120
H  0.7686  -1.8378  -5.3641
H  -1.6544  -2.2701  -5.4791
H  -1.3334  -0.5697  -5.2555
C  4.0596  1.6179  -0.4833
P  2.4820  2.2808  0.0186
C  2.5683  2.7191  1.7489
C  2.1419  3.7507  -0.9332
O  1.3590  1.2501  -0.2181
H  4.8308  2.3841  -0.3907
H  4.0093  1.2889  -1.5218
H  4.3160  0.7724  0.1542
H  3.3703  3.4407  1.9116
H  2.7732  1.8269  2.3426
H  1.6243  3.1652  2.0647
H  2.9087  4.5038  -0.7459
H  1.1689  4.1539  -0.6512
H  2.1371  3.5141  -1.9978

Gap between HOMO and LUMO (spin up / spin down) ... 6.92 / 6.88 eV
Net charge ... +3
HOMO (spin up / spin down) ... -16.05 / -16.06 eV
⟨S²⟩ ... 0.75
Spin multiplicity ... 2
E_tot ... -122972.695 eV


- The lowest E_tot belongs to which entry?
  C55H85Br2CoGeN2OSi2